Below is C23H34AsN5O2PdS as an isolated structure, with properties calculated with ωB97M-V/def2-TZVPD.

Net charge: -2
HOMO energy, eV: 0.3083
E, hartree: -4082.9287

Positions of all 67 atoms, in Å:
Pd  0.88  -0.42  0.20
C  3.37  2.19  -0.21
C  3.99  0.84  0.00
C  5.34  0.52  0.06
C  5.40  -0.88  0.26
C  4.08  -1.31  0.31
C  3.59  -2.71  0.49
N  3.22  -0.27  0.15
H  4.14  2.96  -0.26
H  2.68  2.44  0.61
H  2.79  2.22  -1.13
H  6.17  1.22  -0.03
H  6.28  -1.51  0.37
H  4.43  -3.39  0.66
H  3.03  -3.07  -0.38
H  2.89  -2.80  1.33
C  0.15  5.59  1.43
N  0.10  4.47  0.52
C  0.36  4.61  -0.81
C  0.30  3.56  -1.64
C  -0.03  2.23  -1.09
O  -0.17  1.28  -1.85
N  -0.21  2.11  0.26
C  -0.19  3.19  1.06
O  -0.45  3.17  2.28
H  0.31  6.50  0.84
H  0.96  5.48  2.15
H  -0.78  5.67  1.99
H  0.61  5.61  -1.14
H  0.51  3.66  -2.70
C  -5.15  -0.21  -0.09
As  -3.22  0.26  -0.23
C  -3.01  0.60  1.69
C  -3.58  2.12  -0.90
C  -4.47  2.98  -0.07
C  -3.97  3.64  1.06
C  -4.80  4.43  1.84
C  -6.14  4.58  1.53
C  -6.65  3.93  0.42
C  -5.83  3.13  -0.36
H  -5.71  0.51  0.51
H  -5.22  -1.20  0.38
H  -5.59  -0.28  -1.08
H  -3.79  1.27  2.07
H  -2.02  1.01  1.87
H  -3.12  -0.37  2.17
H  -4.00  1.96  -1.89
H  -2.61  2.58  -1.02
H  -2.93  3.52  1.33
H  -4.38  4.93  2.71
H  -6.79  5.20  2.15
H  -7.70  4.03  0.16
H  -6.23  2.62  -1.23
C  0.32  -1.77  2.88
N  -0.97  -2.32  2.52
C  -1.26  -2.57  1.20
S  -0.13  -2.64  0.00
N  -2.61  -2.76  0.95
C  -3.52  -3.30  1.95
H  0.23  -1.27  3.84
H  0.64  -1.06  2.05
H  1.08  -2.55  2.94
H  -1.74  -1.93  3.04
H  -2.76  -3.07  0.00
H  -3.01  -4.01  2.61
H  -4.33  -3.82  1.44
H  -3.97  -2.52  2.57

natural (NBO) population analysis, charges in e, atoms 1 to 5: Pd 0.120; C -0.627; C 0.096; C -0.393; C -0.402